{"formula": "C12H42O9", "method": "wB97M-V/def2-TZVPD", "species": ["O", "H", "H", "O", "H", "H", "O", "H", "H", "O", "H", "H", "O", "H", "H", "C", "C", "C", "O", "H", "H", "H", "H", "H", "H", "H", "H", "C", "C", "C", "O", "H", "H", "H", "H", "H", "H", "H", "H", "C", "C", "C", "O", "H", "H", "H", "H", "H", "H", "H", "H", "C", "C", "C", "O", "H", "H", "H", "H", "H", "H", "H", "H"], "xyz": [[2.25751, 1.75126, -3.81013], [2.93113, 1.18233, -3.40702], [2.66658, 2.60878, -3.91898], [-1.27748, 1.05283, -3.06117], [-2.14332, 0.96845, -2.64562], [-1.21553, 1.92610, -3.45945], [2.97121, -0.35153, -1.71219], [2.86290, -1.29807, -1.87309], [3.40078, -0.31575, -0.86727], [-2.02564, 1.01814, 0.91274], [-1.16398, 0.77524, 0.52339], [-1.84152, 1.18171, 1.84022], [0.38923, 0.52732, -0.94188], [-0.02683, 0.63819, -1.80616], [1.25363, 0.14673, -1.12208], [1.99456, 4.10460, -1.29601], [2.54838, 3.15919, -0.30390], [3.55642, 3.80832, 0.64570], [1.53220, 2.62852, 0.64459], [2.77032, 4.31450, -2.03542], [1.69693, 5.05127, -0.81113], [1.14322, 3.60404, -1.76364], [3.00587, 2.33519, -0.86794], [3.88658, 3.03317, 1.33672], [2.98237, 4.54807, 1.23297], [4.42190, 4.28682, 0.21364], [0.90933, 2.07435, 0.14796], [0.70275, -0.21806, 2.94052], [0.75664, 1.02513, 3.75900], [0.61742, 0.76473, 5.23412], [1.94215, 1.73802, 3.48867], [1.55434, -0.85634, 3.21563], [0.80036, -0.03852, 1.87191], [-0.22715, -0.79891, 3.05731], [-0.10984, 1.66153, 3.50662], [0.33485, -0.26093, 5.46521], [-0.05120, 1.45571, 5.74398], [1.60708, 0.91943, 5.66359], [1.93029, 2.04744, 2.54604], [-3.32470, -1.20372, -1.42093], [-4.41185, -0.13702, -1.31697], [-5.78162, -0.53420, -1.86364], [-4.63346, 0.18954, 0.06771], [-3.03829, -1.28852, -2.47728], [-3.67856, -2.17177, -1.01322], [-2.45990, -0.81926, -0.86063], [-4.03121, 0.75009, -1.87884], [-6.47414, 0.32538, -1.89271], [-6.15158, -1.28892, -1.14402], [-5.74531, -0.96109, -2.86529], [-3.74661, 0.33767, 0.45628], [-0.05189, -3.49554, 0.10101], [0.08995, -4.83043, -0.50373], [1.50438, -5.40193, -0.44513], [-0.86303, -5.70662, 0.14689], [0.00940, -3.60081, 1.20503], [-0.99552, -3.04077, -0.16816], [0.73831, -2.82192, -0.25000], [-0.24972, -4.72696, -1.56423], [1.86258, -5.08794, 0.53377], [2.13105, -5.03235, -1.23569], [1.50223, -6.47913, -0.45221], [-1.54495, -5.17275, 0.55457]], "forces_ev_per_a": [[0.0059, -0.3993, 0.1083], [-0.2520, 0.1692, -0.0267], [0.1710, 0.2074, -0.0315], [0.1219, -0.2391, -0.0447], [-0.0313, 0.2121, -0.0859], [-0.1295, 0.0038, 0.0580], [-0.3440, -0.3777, -0.5708], [0.0233, 0.0856, -0.1644], [0.5252, 0.1742, 0.7795], [0.4734, -0.1395, -0.2638], [-0.2836, 0.0326, 0.0195], [0.0194, 0.0612, 0.1672], [-0.2676, 0.0467, 0.6890], [-0.3210, 0.2142, -0.3599], [0.3088, -0.0439, -0.1261], [-0.7210, 0.5699, -0.0824], [0.3613, -0.6751, 1.7660], [-0.8939, -0.3176, 0.5700], [0.8287, 0.5075, -1.0242], [-0.1447, 0.0858, -0.1036], [-0.0677, -0.3871, -0.3058], [-0.0099, 0.4012, -0.2770], [-0.0968, -0.1833, 0.3088], [0.1977, 0.1099, 0.1153], [0.3892, -0.1929, -0.1849], [0.1177, 0.0734, -0.4587], [0.1155, -0.0723, -0.2178], [0.0751, -1.3911, -0.4680], [-1.2320, 0.8774, -0.5012], [0.8867, -0.0460, 0.7751], [0.4080, 0.5003, -0.6497], [-0.2118, -0.0231, 0.0242], [0.0519, 0.3022, -0.1697], [0.2525, 0.2273, 0.2165], [0.1067, 0.0156, -0.3295], [-0.1880, -0.0014, -0.0769], [-0.0881, -0.0248, -0.1062], [0.0740, -0.0696, 0.1975], [-0.1783, -0.3200, 0.8835], [-0.3560, 0.1684, -0.1527], [-0.1705, 0.3323, 0.3894], [0.0426, -0.0887, 0.5280], [0.5909, -0.0031, -0.6288], [0.0356, -0.3520, 0.2009], [0.3270, 0.4839, -0.2249], [-0.0949, -0.4510, -0.1104], [-0.3002, -0.1041, 0.3600], [0.3416, -0.3738, 0.1942], [-0.1463, 0.2981, -0.5094], [0.1613, -0.0623, 0.0032], [-0.4696, 0.1238, -0.1023], [0.6750, 1.0888, 0.9967], [-1.2389, -0.9573, -1.5520], [-1.0518, 0.2386, 1.1325], [0.9222, -0.4103, -0.2874], [0.0848, 0.2947, -0.4996], [-0.3247, 0.1439, 0.0303], [-0.0827, 0.0255, 0.1793], [0.3753, -0.3260, 0.4334], [0.5929, -0.0963, 0.0297], [0.2560, 0.2823, -0.2940], [-0.1079, -0.3882, -0.1880], [-0.1147, 0.1590, 0.0229]], "nbo_charge": [-0.95, 0.48, 0.47, -0.95, 0.48, 0.49, -0.95, 0.49, 0.49, -0.97, 0.50, 0.48, -1.02, 0.51, 0.49, -0.63, 0.10, -0.63, -0.79, 0.20, 0.21, 0.22, 0.15, 0.22, 0.22, 0.21, 0.50, -0.63, 0.09, -0.63, -0.75, 0.21, 0.20, 0.21, 0.13, 0.21, 0.21, 0.23, 0.50, -0.65, 0.11, -0.63, -0.75, 0.21, 0.21, 0.21, 0.12, 0.22, 0.22, 0.21, 0.50, -0.63, 0.10, -0.62, -0.73, 0.21, 0.22, 0.21, 0.15, 0.20, 0.21, 0.23, 0.47], "homo_energy_ha": -0.3617, "max_force_ha_per_bohr": 0.043, "multiplicity": 1, "lumo_energy_ev": -0.122, "smiles": "CC(C)O.CC(C)O.CC(C)O.CC(C)O.O.O.O.O.O", "homo_lumo_gap_ev": 9.72, "energy_ha": -1159.5513}